ORCA calculation (ωB97M-V with the def2-TZVPD basis set) on a single C19H16O2 molecule.

Values from the calculation:
DFT total energy: -24054.427 eV
molecular weight: 276.335 g mol⁻¹
relative energy (zero: lowest compared OMol25 entry of this formula, charge and spin): 0.0 kJ/mol
charge: 0
orbital gap: 9.77 eV

Atoms and positions in Å:
O -1.749 -0.468 -2.457
O -1.272 0.608 -1.609
C -0.600 3.596 2.171
C 3.723 -0.360 -2.053
C -2.162 -3.309 1.290
C -0.490 2.303 2.692
C -0.589 3.798 0.798
C 2.629 -0.617 -2.913
C 3.531 0.015 -0.721
C -0.847 -3.391 0.833
C -2.904 -2.128 1.082
C -0.410 1.193 1.875
C -0.462 2.661 -0.038
C 1.353 -0.371 -2.413
C 2.232 0.175 -0.227
C -0.245 -2.288 0.287
C -2.304 -1.019 0.491
C -0.405 1.361 0.469
C 1.108 0.009 -1.061
C -0.945 -1.058 0.103
C -0.362 0.213 -0.532
H -2.117 -1.238 -1.952
H -0.740 4.486 2.784
H 4.745 -0.453 -2.403
H -2.570 -4.155 1.794
H -0.453 2.209 3.771
H -0.581 4.822 0.355
H 2.821 -0.963 -3.914
H 4.398 0.157 -0.071
H -0.234 -4.253 0.913
H -3.948 -2.084 1.403
H -0.189 0.242 2.303
H -0.467 2.837 -1.103
H 0.506 -0.497 -3.100
H 2.087 0.488 0.793
H 0.780 -2.437 -0.018
H -2.866 -0.084 0.379